11
Properties=species:S:1:pos:R:3 method="wB97M-V/def2-TZVPD" charge=0 lumo_ha=0.026 smiles="C=C=O.C=CBr" homo_lumo_gap_ev=10.2861 e_homo_ev=-9.59
C -0.21 -0.03 2.53
C 0.24 -1.22 2.46
C -0.72 1.08 -2.40
C -1.00 0.04 -1.65
O -0.57 1.07 2.64
Br -1.87 -1.43 -2.40
H -0.48 -1.98 2.73
H 1.17 -1.37 1.81
H -0.39 2.08 -2.10
H -0.97 1.09 -3.48
H -0.88 -0.07 -0.51